Formula: C48H80N3O21Sr
Source: the Open Molecules 2025 dataset
Level of theory: ωB97M-V/def2-TZVPD

Each line ends with the Löwdin charge.
Atoms and positions in Å:
Sr 3.50391 0.16151 3.60360  1.271
O -4.03675 1.89222 0.94178  0.318
H -4.29388 2.48561 0.23230  0.082
H -3.59688 2.54265 1.49409  0.171
H -3.45812 1.19397 0.62675  0.102
O -0.30353 -0.86070 4.26635  0.277
H 0.54826 -0.91429 4.70587  0.079
H -0.53985 -1.66345 3.79586  0.105
H -0.46127 -0.08535 3.72272  0.157
O 5.22089 0.32582 -0.02008  0.278
H 4.58924 -0.37115 0.17191  0.080
H 5.08086 1.08124 0.55553  0.146
H 5.20782 0.57663 -0.94665  0.096
C -0.15869 0.10929 -0.43938  -0.013
C -0.98070 -0.58635 0.44379  -0.298
C -0.36089 -1.68606 1.37130  -0.327
O -1.01514 -2.44119 2.14722  -0.012
C 0.99272 -1.66114 1.52246  -0.033
C 1.91023 -0.79621 0.84668  -0.308
C 1.27384 0.01819 -0.44634  -0.319
O 2.08863 0.43561 -1.28754  0.002
O 3.10742 -0.70624 1.19100  -0.267
O -2.22192 -0.27839 0.46823  -0.053
H -0.62110 0.75523 -1.17105  0.113
H 1.34668 -2.48360 2.12635  0.079
C -7.78292 3.38903 0.37167  -0.091
O -6.65223 2.98488 -0.37125  -0.215
C -6.35982 3.88584 -1.43092  -0.178
C -5.10676 3.23670 -2.10193  -0.188
N -3.96799 3.52851 -1.29182  -0.086
C -2.77891 3.01905 -1.89566  -0.208
C -1.95462 4.05959 -2.68347  -0.138
O -2.38920 4.35490 -4.04199  -0.185
C -2.61664 3.28609 -4.82514  -0.147
H -8.65984 3.67681 -0.20824  0.097
H -7.43788 4.21209 0.99747  0.088
H -7.97328 2.54202 1.03078  0.094
H -6.19479 4.92873 -1.16030  0.129
H -7.12986 3.84740 -2.20141  0.127
H -5.04408 3.79683 -3.03489  0.123
H -5.13493 2.17323 -2.33931  0.112
H -3.95416 4.53339 -1.39243  0.125
H -2.92649 2.05824 -2.38878  0.123
H -2.14056 2.72856 -1.06127  0.093
H -0.91730 3.72504 -2.67150  0.114
H -1.98695 5.08775 -2.32301  0.129
H -1.71426 2.68769 -4.69971  0.098
H -2.79944 3.28931 -5.89969  0.103
H -3.55932 2.89683 -4.44054  0.073
C 5.32332 -3.87389 0.42611  -0.085
O 5.54605 -2.88350 -0.65268  -0.181
C 4.83120 -3.31596 -1.88044  -0.175
C 3.89081 -2.23305 -2.47441  -0.191
N 4.30278 -0.85059 -2.54947  -0.092
C 5.34193 -0.43666 -3.49889  -0.138
C 5.74034 1.13350 -3.60653  -0.125
O 6.03525 1.67707 -2.27491  -0.266
C 6.99886 2.78923 -2.15400  -0.047
H 5.99227 -3.82176 1.28512  0.074
H 5.43904 -4.93926 0.22689  0.093
H 4.31295 -3.69184 0.79232  0.069
H 4.29772 -4.26603 -1.85132  0.119
H 5.40510 -3.61169 -2.75866  0.112
H 3.25029 -2.04303 -1.61316  0.096
H 3.35644 -2.54318 -3.37239  0.132
H 3.42354 -0.36522 -2.44250  0.070
H 5.02297 -0.71485 -4.50337  0.116
H 6.30085 -0.88546 -3.23974  0.118
H 4.85695 1.59190 -4.05104  0.113
H 6.60371 1.37922 -4.22483  0.120
H 7.00675 3.33865 -1.21264  0.083
H 6.87800 3.53029 -2.94414  0.090
H 7.99321 2.35421 -2.25465  0.089
C 1.62484 3.61509 0.25726  -0.183
O 2.34089 4.58575 0.91898  -0.208
C 1.46309 5.84808 0.85872  -0.093
C 2.24148 7.13355 1.51299  -0.203
N 2.83826 6.66770 2.75132  -0.059
C 3.72578 7.74382 3.14501  -0.234
C 4.62837 7.30282 4.27211  -0.198
O 5.53534 6.23659 3.80406  -0.210
C 6.89776 6.24752 4.43434  -0.073
H 0.69437 3.36722 0.76805  0.074
H 2.22954 2.70838 0.27521  0.067
H 1.40228 4.03943 -0.72178  0.088
H 0.63131 5.66128 1.53796  0.101
H 1.10355 6.06022 -0.14816  0.106
H 1.51855 7.94455 1.60095  0.109
H 2.88467 7.71491 0.85236  0.112
H 2.06884 6.83181 3.38468  0.109
H 3.01242 8.52065 3.42025  0.126
H 4.41899 8.12422 2.39476  0.129
H 4.12613 7.05594 5.20747  0.116
H 5.27374 8.14308 4.52814  0.112
H 6.88597 5.79493 5.42587  0.072
H 7.48571 7.16330 4.49578  0.084
H 7.48012 5.52761 3.85929  0.071
C 1.94670 -7.48893 3.62204  0.002
C 3.18236 -6.89085 3.65838  0.003
C 3.28540 -5.52011 3.45667  -0.315
C 2.13172 -4.70977 3.40120  -0.034
C 0.91048 -5.34311 3.50509  -0.018
C 0.80781 -6.72611 3.57992  -0.336
O -0.38181 -7.32765 3.56154  0.076
O 4.51995 -4.95064 3.52641  0.024
H 1.90130 -8.56795 3.63008  0.132
H 4.00121 -7.58023 3.80204  0.128
H 2.17947 -3.64184 3.24743  0.061
H 0.01780 -4.74197 3.41476  0.097
H -1.05321 -6.64875 3.66115  0.060
H 4.56146 -4.02801 3.78839  0.086
C -4.67500 -4.89147 2.08070  0.002
C -4.74711 -6.24931 2.18327  0.018
C -3.91185 -6.83705 3.16487  -0.322
C -3.30049 -6.07849 4.12574  -0.060
C -3.17929 -4.67167 4.02662  -0.001
C -3.96195 -4.11089 3.00953  -0.381
O -3.90925 -2.84828 2.74742  0.036
O -3.77157 -8.18882 3.13878  0.057
H -5.18420 -4.43841 1.24294  0.117
H -5.08272 -6.70057 1.26124  0.124
H -2.72166 -6.52386 4.92136  0.116
H -2.68329 -4.06310 4.76827  0.108
H -3.03759 -2.57276 2.45435  0.060
H -3.01401 -8.56170 3.59559  0.105
C -4.14795 -1.22047 -1.88105  -0.022
C -4.55222 -0.64470 -3.04987  -0.020
C -5.83655 -0.12063 -3.13109  -0.357
C -6.75762 -0.28405 -2.08486  -0.006
C -6.34805 -0.92606 -0.90351  0.010
C -5.02115 -1.35009 -0.80777  -0.353
O -4.57045 -1.92992 0.29677  0.034
O -6.05846 0.51571 -4.30215  0.041
H -3.07986 -1.38000 -1.86982  0.100
H -3.73475 -0.55905 -3.75043  0.114
H -7.75217 0.12205 -2.19608  0.114
H -6.98896 -1.14249 -0.06161  0.120
H -3.64140 -1.74809 0.45618  0.060
H -6.93546 0.81627 -4.55140  0.115
C -1.91523 -2.93210 -5.02730  0.026
C -1.13093 -1.76588 -4.95217  -0.014
C -0.46755 -1.45059 -3.78336  -0.349
C -0.40330 -2.29884 -2.67388  -0.022
C -1.06906 -3.55389 -2.83253  -0.017
C -1.87156 -3.87033 -3.93743  -0.321
O -2.63133 -4.98537 -3.97293  0.059
O 0.13382 -0.22927 -3.70857  0.033
H -2.53690 -3.21662 -5.86335  0.118
H -1.00173 -1.19440 -5.85944  0.120
H 0.37268 -2.12626 -1.94281  0.095
H -0.95778 -4.33934 -2.09966  0.106
H -2.67403 -5.47203 -3.14652  0.110
H 0.44532 -0.14022 -2.80489  0.034

Forces on atoms 1 to 3 (eV/Å):
-0.22 -0.36 -0.73
-0.84 0.06 1.94
-1.05 1.44 -3.01

* 2S+1: 2
* orbital gap (alpha / beta): 4.576 / 3.551 eV
* <S²>: 0.75
* net charge: +2
* lowest unoccupied orbital energy (alpha / beta): -6.27 / -7.29 eV

***

Formula: C20H23NO4
Source: the Open Molecules 2025 dataset
Level of theory: ωB97M-V/def2-TZVPD

Each line ends with the natural charge from an NBO analysis.
Atoms and positions in Å:
C -4.64359 -2.78724 1.49102  -0.608
C -4.69979 -1.27658 1.68081  -0.426
C -5.24777 -0.57981 0.43211  -0.062
O -4.43280 -0.77030 -0.70489  -0.498
C -3.26686 -0.07840 -0.82773  0.305
C -2.82035 0.92740 0.02059  -0.309
C -1.61950 1.57128 -0.23085  -0.150
C -0.83647 1.23888 -1.32451  -0.060
C 0.50181 1.89187 -1.60564  -0.239
C 0.59658 3.34276 -1.12900  -0.504
C 0.75141 3.49756 0.36855  0.684
O 0.32175 4.44054 0.99989  -0.607
N 1.47343 2.51704 0.97406  -0.626
C 1.99946 1.39648 0.33710  0.218
C 2.93995 0.60700 0.98653  -0.337
C 3.48837 -0.51811 0.38473  0.233
O 4.40515 -1.32370 1.01344  -0.508
C 4.81340 -0.99758 2.31761  -0.250
C 3.08593 -0.84702 -0.92319  0.310
O 3.50809 -1.89686 -1.68488  -0.513
C 4.57256 -2.72401 -1.27390  -0.239
C 2.13661 -0.04488 -1.55044  -0.228
C 1.57977 1.06578 -0.94684  -0.071
C -1.29215 0.23256 -2.17184  -0.181
C -2.48245 -0.41636 -1.93238  -0.251
H -5.64273 -3.19061 1.34195  0.200
H -4.04127 -3.02983 0.61887  0.215
H -4.20274 -3.26557 2.36221  0.209
H -5.34442 -1.02601 2.52541  0.206
H -3.69667 -0.90194 1.89335  0.207
H -5.40700 0.48911 0.62182  0.174
H -6.20753 -1.02588 0.15499  0.191
H -3.39554 1.23147 0.88107  0.216
H -1.31260 2.35273 0.44630  0.209
H 0.65744 1.87350 -2.68937  0.225
H -0.27468 3.91630 -1.44768  0.247
H 1.48331 3.80510 -1.57465  0.242
H 1.66565 2.63920 1.95978  0.408
H 3.23746 0.88687 1.98473  0.215
H 5.30316 -0.01907 2.35670  0.176
H 3.97454 -1.01635 3.02103  0.177
H 5.53113 -1.76793 2.59641  0.202
H 5.48350 -2.14982 -1.09107  0.178
H 4.32099 -3.29633 -0.37887  0.182
H 4.73637 -3.40723 -2.10738  0.187
H 1.84118 -0.32924 -2.54759  0.221
H -0.70553 -0.04489 -3.03521  0.207
H -2.83660 -1.19192 -2.59316  0.223

Forces on atoms 1 to 3 (eV/Å):
0.06 0.20 0.07
-0.04 -0.06 -0.41
-0.14 0.11 0.55

* orbital gap: 8.281 eV
* lowest unoccupied orbital energy: 0.65 eV
* structure (SMILES): CCCOc1ccc([C@H]2CC(=O)Nc3cc(OC)c(OC)cc32)cc1
* ΔE to the lowest compared entry with this formula, charge and spin: 192.0 kJ/mol

***

Formula: C38H43ClF6IN9OPSbTi
Source: the Open Molecules 2025 dataset
Level of theory: ωB97M-V/def2-TZVPD

Each line ends with the Löwdin charge.
Atoms and positions in Å:
Ti 0.26750 -0.05170 0.19430  0.894
C 5.57060 -1.39230 0.61160  -0.021
N 4.40250 -0.74430 0.08630  -0.106
C 4.36740 0.48360 -0.49380  -0.019
C 3.05690 0.75460 -0.76200  -0.103
N 2.28240 -0.28730 -0.34370  -0.101
C 3.12050 -1.20500 0.15480  -0.540
P 2.76370 -2.82060 0.82610  1.185
C 0.14120 -1.19440 2.87900  -0.157
N -0.38360 -0.29520 2.06300  -0.174
C -1.15580 0.55680 2.81800  -0.146
C -1.07460 0.16230 4.11630  -0.043
N -0.23880 -0.92750 4.14480  -0.146
C 0.23610 -1.55640 5.34850  -0.031
C 1.05230 -2.99390 0.35670  -0.525
N 0.18950 -2.07220 -0.08980  -0.057
C -0.97610 -2.72260 -0.33490  -0.079
C -0.83420 -4.04500 -0.01550  0.004
N 0.44270 -4.21210 0.40780  -0.117
C 1.02950 -5.43630 0.87070  -0.029
H 6.44140 -1.10130 0.02540  0.100
H 5.72380 -1.10430 1.65440  0.104
H 5.44020 -2.47380 0.57090  0.064
H 5.25360 1.05170 -0.69120  0.123
H 2.63130 1.62260 -1.23760  0.117
H -1.74910 1.34420 2.39630  0.072
H -1.52440 0.55970 5.00260  0.119
H -0.47370 -1.37960 6.15820  0.092
H 0.35290 -2.63070 5.20260  0.086
H 1.20620 -1.13250 5.63400  0.088
H -1.84570 -2.24900 -0.74870  0.086
H -1.54510 -4.84440 -0.05000  0.138
H 0.55970 -6.28170 0.37070  0.104
H 2.09810 -5.43730 0.65370  0.062
H 0.89020 -5.53970 1.94820  0.109
I -0.29210 2.85160 -0.13640  1.235
C 1.23450 3.47300 1.23430  -0.532
C 1.44150 4.81550 1.41010  -0.137
C 2.44270 5.24400 2.28980  -0.065
C 3.18660 4.32700 2.97950  -0.019
C 2.96090 2.94070 2.84460  -0.156
C 3.68330 1.99890 3.60360  -0.030
C 3.43670 0.66070 3.48540  -0.058
C 2.46990 0.21660 2.57070  -0.157
C 1.76750 1.08810 1.79080  -0.100
C 1.96050 2.47660 1.92360  -0.231
H 0.83930 5.52770 0.86580  0.098
H 2.61570 6.30280 2.39830  0.112
H 3.96960 4.65110 3.64800  0.118
H 4.43200 2.35030 4.29640  0.115
H 3.97030 -0.06060 4.08530  0.108
H 2.28440 -0.85970 2.52330  0.030
F -1.73490 0.05410 -0.27490  -0.488
Sb -3.82500 0.06940 -0.03020  1.506
F -3.74040 1.22250 -1.55160  -0.350
F -3.56220 1.60730 1.06920  -0.359
F -3.29130 -1.15980 1.35820  -0.337
F -5.64750 0.02130 0.36490  -0.321
F -3.86250 -1.39740 -1.26370  -0.350
C -0.43810 -4.04950 -6.72460  -0.034
C -0.01440 -3.05450 -5.63180  -0.483
C -1.25880 -2.70990 -4.78930  -0.027
C 0.98100 -3.76770 -4.71030  -0.025
C 0.56510 -1.75270 -6.29770  -0.425
O -0.49360 -0.95450 -6.78990  -0.007
C 1.51780 -1.96530 -7.51280  -0.100
C 2.88000 -2.66700 -7.36900  -0.123
C 3.85640 -2.00760 -6.43440  -0.251
C 4.35980 -2.68770 -5.32890  -0.049
C 5.19010 -2.06260 -4.41660  -0.103
C 5.53950 -0.73710 -4.61520  -0.668
Cl 6.52700 0.06890 -3.44150  0.679
C 5.10580 -0.05550 -5.74210  -0.087
C 4.27660 -0.69450 -6.64410  -0.036
C 1.31850 -0.81680 -5.32320  -0.039
N 0.63090 -0.41420 -4.13260  -0.082
C 1.01100 -0.65790 -2.87450  -0.118
N 0.21350 -0.01000 -2.03550  -0.028
C -0.66370 0.61830 -2.86370  -0.195
N -0.41870 0.39630 -4.12470  0.168
H -0.91650 -4.91100 -6.26390  0.091
H 0.41940 -4.41170 -7.28590  0.082
H -1.15380 -3.60820 -7.41620  0.092
H -1.87450 -3.59750 -4.66410  0.090
H -1.86350 -1.94000 -5.26120  0.088
H -0.98590 -2.36230 -3.79480  0.065
H 0.49450 -4.65090 -4.29960  0.095
H 1.28580 -3.13910 -3.87750  0.064
H 1.86440 -4.09240 -5.24700  0.059
H -1.02380 -1.46380 -7.41260  0.105
H 1.68750 -0.96210 -7.91130  0.122
H 0.95790 -2.50660 -8.27660  0.118
H 3.32320 -2.67380 -8.36950  0.131
H 2.74050 -3.70780 -7.07660  0.102
H 4.10090 -3.72450 -5.16930  0.112
H 5.56850 -2.59950 -3.56010  0.103
H 5.41620 0.96460 -5.91080  0.111
H 3.94250 -0.15940 -7.52060  0.126
H 1.51820 0.09560 -5.89210  0.153
H 2.25550 -1.27550 -5.01710  0.112
H 1.85210 -1.27220 -2.60570  0.136
H -1.48330 1.23590 -2.54200  0.087

Forces on atoms 1 to 3 (eV/Å):
0.52 1.58 1.43
0.53 -0.32 0.36
-0.87 0.14 -0.23

* 2S+1: 2
* orbital gap (alpha / beta): 6.474 / 4.926 eV
* <S²>: 0.84
* net charge: +1
* lowest unoccupied orbital energy (alpha / beta): -3.61 / -5.05 eV
* ΔE to the lowest compared entry with this formula, charge and spin: 185.6 kJ/mol

***

Formula: C5H8O2
Source: the Open Molecules 2025 dataset
Level of theory: ωB97M-V/def2-TZVPD

Each line ends with the natural charge from an NBO analysis.
Atoms and positions in Å:
O -1.21842 -0.74251 1.13896  -0.731
C -0.55426 0.47751 1.55413  -0.125
C 0.63116 0.39316 0.66478  -0.279
C -0.03214 -0.93025 -0.75292  -0.237
C 0.94034 -0.09677 -1.52979  -0.547
C 0.59979 1.07798 -0.62712  0.533
O -0.01540 2.08337 -0.91886  -0.580
H -2.16242 -0.66958 1.01552  0.477
H -0.36989 0.38169 2.62751  0.189
H -1.14523 1.37856 1.34502  0.206
H 1.55377 -0.05520 1.03622  0.234
H 0.18580 -1.96524 -0.47162  0.214
H -1.06357 -0.90632 -1.17170  0.207
H 0.71743 0.07080 -2.57452  0.220
H 1.93305 -0.49721 -1.33560  0.218

Forces on atoms 1 to 3 (eV/Å):
-1.20 -0.27 1.65
-0.56 -0.43 0.07
-1.01 -1.71 -0.94

* orbital gap: 9.525 eV
* lowest unoccupied orbital energy: 0.65 eV
* ΔE to the lowest compared entry with this formula, charge and spin: 380.7 kJ/mol